(1)
Computed, not measured: a 6-piece molecular cluster, C43H42N6O2S overall, with ωB97M-V/def2-TZVPD.

Geometry as XYZ:
```
94
Properties=species:S:1:pos:R:3:forces:R:3:lowdin_charge:R:1
C -6.1329 -5.3667 3.0846 -0.3316 0.5385 -0.3299 -0.0274
C -6.7558 -4.1411 3.0067 0.6821 -1.6334 0.7741 -0.1712
C -7.4529 -3.6142 4.3026 2.0328 0.6934 0.1871 -0.1533
C -7.2321 -2.1018 4.6043 -0.7927 1.7725 0.2340 -0.0898
C -8.4219 -1.2338 4.7006 0.5429 1.2089 0.5731 -0.1482
C -9.8878 -1.7873 4.5133 0.6056 0.8113 -0.1461 -0.1290
C -10.1808 -2.0731 2.9902 -0.5174 -0.6327 1.4656 -0.1669
O -10.7833 -0.8593 2.4257 1.9562 -0.2129 -1.2750 -0.0725
C -10.2580 -0.7132 1.1359 -0.7087 0.0582 -0.6713 -0.3109
O -10.3996 -1.5361 0.2730 0.1934 0.2569 0.7428 0.0821
C -8.3316 0.2117 4.9877 2.4236 -1.5906 0.0576 -0.0327
C -7.0058 0.7776 5.2124 -0.6222 -2.2402 -0.5295 -0.0911
C -5.8460 -0.0951 5.1422 -0.0694 -0.5628 -0.4540 -0.4228
C -5.8849 -1.5243 4.8246 -2.9805 0.8454 0.1503 -0.1744
N -4.7086 -2.3433 4.7610 -0.1651 1.7917 -0.5708 0.0784
C -3.6069 -1.7293 4.0671 2.8909 0.6066 -2.0342 -0.2242
C -2.8154 -2.4850 3.0743 0.8232 1.7693 0.1343 -0.0193
C -1.6613 -1.8798 2.3884 -0.5055 1.4508 1.3150 -0.0720
C -1.2414 -0.4970 2.6467 -2.5441 -0.7571 1.3990 -0.0904
C -2.0418 0.2750 3.5916 -0.6614 -1.6953 -0.1925 -0.0901
C -3.1756 -0.3324 4.2709 -0.3883 -1.4044 -0.4360 -0.4296
S -4.1884 0.6184 5.4683 -0.2284 -0.8144 -0.7453 0.9250
H -6.1933 -6.1112 2.2497 1.0344 1.2098 0.3457 0.0624
H -5.5639 -5.7054 3.9912 -1.5303 0.0077 -0.4353 0.0674
H -6.7286 -3.6121 2.0242 -1.1461 -0.5303 0.7997 0.1132
H -6.9872 -4.1866 5.1636 -0.5636 0.3597 -0.8639 0.1277
H -8.5214 -3.9348 4.2669 0.8591 0.5483 -0.0439 0.1089
H -10.6095 -0.9789 4.8288 0.7862 -0.8308 -0.2976 0.1160
H -10.0961 -2.6546 5.1941 0.2802 0.5567 -0.8719 0.1160
H -10.9190 -2.9201 2.9256 0.8100 0.7832 -0.3261 0.1351
H -9.2178 -2.2982 2.4690 -0.9793 -0.0193 0.3080 0.1168
H -9.7020 0.2325 0.8712 -0.6740 -0.4482 0.9939 0.1571
H -9.2382 0.8564 5.0652 0.8655 -0.7708 -0.1282 0.1064
H -6.8874 1.8557 5.4520 0.0538 -0.9822 -0.2584 0.0993
H -4.9034 -3.2849 4.4227 0.0954 0.4268 0.0073 0.0929
H -3.0532 -3.5414 2.7988 0.0131 1.0273 0.4607 0.0961
H -1.0357 -2.4481 1.6563 -0.9173 0.3390 0.7650 0.0953
H -0.3779 -0.0015 2.1679 -0.8181 -0.7225 0.3144 0.0601
H -1.8294 1.3474 3.8387 -0.1194 -1.1939 -0.4012 0.1023
N 1.7978 -0.5097 3.0897 0.7540 0.0674 0.1460 0.0522
C 2.7847 0.2395 2.5838 -0.2613 -0.1272 0.1074 -0.1519
C 4.0486 0.3306 3.1441 0.0010 -0.0105 0.0417 -0.0680
C 4.3072 -0.3926 4.2977 0.0980 -0.0134 0.0605 -0.0803
C 3.3006 -1.1744 4.8416 0.0586 0.0679 -0.0592 -0.0693
C 2.0716 -1.1992 4.2013 -0.3053 0.0424 -0.2218 -0.1336
H 2.5335 0.7897 1.6825 0.1029 0.0446 0.0083 0.0996
H 4.8099 0.9513 2.6897 -0.0432 -0.0054 -0.0053 0.1025
H 5.2827 -0.3475 4.7677 -0.0358 -0.0015 -0.0196 0.1054
H 3.4652 -1.7523 5.7415 -0.0370 0.0046 -0.0304 0.1022
H 1.2530 -1.7988 4.5866 0.0237 0.0087 0.0317 0.1084
N -0.1350 -0.4975 -0.8916 0.3288 -0.0765 -0.2236 0.0613
C 1.0634 -0.6578 -0.3202 -0.3794 0.1006 -0.0361 -0.1614
C 2.2216 -0.9491 -1.0253 -0.0743 -0.0060 -0.0844 -0.0682
C 2.1339 -1.0860 -2.4012 0.1889 -0.0936 -0.0251 -0.0931
C 0.9033 -0.9265 -3.0166 -0.0282 -0.0190 0.0938 -0.0807
C -0.1931 -0.6331 -2.2217 -0.0989 0.0309 0.2935 -0.1540
H 1.0802 -0.5447 0.7574 0.0491 -0.1122 -0.0230 0.0487
H 3.1667 -1.0660 -0.5097 -0.0346 -0.0063 0.0191 0.0991
H 3.0152 -1.3141 -2.9878 -0.0613 0.0550 -0.0143 0.0944
H 0.7973 -1.0266 -4.0886 0.0190 0.0461 0.0324 0.0942
H -1.1773 -0.4955 -2.6579 0.0359 -0.0186 -0.0488 0.1002
N 3.2537 0.7124 -4.8900 0.2585 0.2160 -0.3752 0.0633
C 2.9116 0.9226 -6.1661 -0.0397 -0.1174 0.3327 -0.1512
C 3.6986 1.6167 -7.0719 0.0360 0.0134 0.0420 -0.0733
C 4.9097 2.1273 -6.6315 0.0818 0.0514 -0.1100 -0.0856
C 5.2856 1.9244 -5.3134 0.0099 0.0236 -0.0448 -0.1053
C 4.4279 1.2134 -4.4892 -0.3135 -0.1842 0.1090 -0.1515
H 1.9540 0.5070 -6.4631 0.0193 0.0295 -0.0685 0.1005
H 3.3716 1.7542 -8.0945 -0.0172 -0.0142 0.0355 0.1007
H 5.5537 2.6773 -7.3077 -0.0263 0.0150 0.0553 0.1086
H 6.2232 2.3088 -4.9337 -0.0483 0.0060 0.0199 0.1050
H 4.6808 1.0262 -3.4504 0.0826 0.0301 -0.0284 0.1056
N 5.6026 5.5832 -5.2507 -0.2004 0.2770 0.1887 0.0567
C 4.3523 5.4352 -4.7992 0.2679 -0.1447 -0.1728 -0.1496
C 3.6442 6.4327 -4.1475 0.0526 0.0699 0.0065 -0.0699
C 4.2668 7.6542 -3.9474 -0.0569 0.0882 0.0549 -0.0829
C 5.5631 7.8317 -4.4045 -0.0645 -0.0295 0.0128 -0.0771
C 6.1819 6.7713 -5.0475 0.0043 -0.3196 -0.1215 -0.1565
H 3.9091 4.4607 -4.9768 -0.0552 0.0302 0.0372 0.0919
H 2.6325 6.2571 -3.8056 0.0340 -0.0289 -0.0187 0.1030
H 3.7476 8.4594 -3.4409 0.0199 -0.0304 -0.0185 0.1052
H 6.0819 8.7713 -4.2660 0.0080 -0.0387 -0.0197 0.1003
H 7.1946 6.8631 -5.4260 -0.0132 0.0653 0.0359 0.1009
N 7.9528 -0.3348 -3.5776 0.3240 -0.0586 -0.2197 0.0569
C 9.1467 -0.4971 -2.9976 -0.3413 0.0692 0.0035 -0.1563
C 10.3089 -0.7905 -3.6934 -0.0249 -0.0084 -0.0614 -0.0769
C 10.2314 -0.9279 -5.0703 0.0977 -0.0200 -0.0704 -0.0831
C 9.0049 -0.7661 -5.6945 0.0720 -0.0030 0.0608 -0.0707
C 7.9033 -0.4705 -4.9071 -0.1697 0.0320 0.2873 -0.1569
H 9.1564 -0.3831 -1.9187 0.0714 -0.0105 -0.0160 0.1011
H 11.2493 -0.9086 -3.1711 -0.0418 0.0053 0.0096 0.1004
H 11.1174 -1.1582 -5.6505 -0.0318 0.0083 0.0239 0.1049
H 8.9052 -0.8663 -6.7674 -0.0298 0.0092 0.0343 0.1019
H 6.9224 -0.3312 -5.3491 0.0490 -0.0295 -0.0632 0.0895
```
Positions in Å, forces in eV/Å.

- HOMO energy (eV) = -7.30
- ΔE to the lowest compared entry with this formula, charge and spin (kJ/mol) = 324.8
- net charge = 0
- lowest unoccupied orbital energy (eV) = 0.67
- SMILES = C=CCc1c(CCOC=O)ccc2c1Nc1ccccc1S2.c1ccncc1.c1ccncc1.c1ccncc1.c1ccncc1.c1ccncc1



(2)
Computed, not measured: one molecule with the formula C3H2N4O, with ωB97M-V/def2-TZVPD.

Geometry as XYZ:
```
10
Properties=species:S:1:pos:R:3:forces:R:3:lowdin_charge:R:1
C 0.3175 1.3634 0.4278 0.3185 2.6911 1.8013 -0.7336
C -0.0117 -0.2044 -1.2060 0.5321 2.7108 4.3867 0.0160
C 0.0863 -1.3277 -0.1621 -0.5539 0.5456 -2.5315 -0.0931
H 0.1114 -0.3549 -2.2738 -0.7229 -0.3430 0.1225 0.1059
H 0.2553 -2.2757 -0.7681 -0.1049 0.6628 1.7843 0.1141
N -0.0607 1.1024 -0.7804 0.4549 -4.8337 -6.5896 0.1817
N -0.2493 -1.3253 1.1318 0.9104 2.0474 -2.1311 0.0445
N -0.8414 -0.1649 1.6156 -1.2141 1.7462 -0.5334 0.0283
N -0.7658 1.0790 1.2029 -1.4034 -5.2164 3.4527 0.1750
O 1.1584 2.1080 0.8123 1.7833 -0.0108 0.2381 0.1611
```
Positions in Å, forces in eV/Å.

- HOMO energy (eV) = -10.24
- ΔE to the lowest compared entry with this formula, charge and spin (kJ/mol) = 324.2
- net charge = 0
- lowest unoccupied orbital energy (eV) = -1.77
- SMILES = O=c1nccnnn1